No. 1
68
Properties=species:S:1:pos:R:3:nbo_charge:R:1 method="wB97M-V/def2-TZVPD" charge=0 orbital_gap_ev=4.29 multiplicity=1 homo_energy_ev=-6.588 e_tot_ha=-1721.9974
C -3.437 -2.789 2.598 -0.62
C -2.148 -3.043 1.869 -0.07
O -1.533 -1.737 1.761 -0.51
C -0.369 -1.695 1.086 0.80
C 0.390 -0.451 1.255 -0.45
C -0.284 0.819 1.563 0.80
O 0.090 1.927 1.150 -0.69
O -1.418 0.734 2.280 -0.51
C -1.952 2.028 2.670 -0.07
C -3.275 1.715 3.299 -0.62
C 1.781 -0.508 1.513 0.13
C 2.545 0.697 1.666 -0.31
C 3.897 0.675 1.915 -0.12
C 4.539 -0.565 2.103 -0.07
N 5.944 -0.586 2.329 0.50
O 6.503 -1.676 2.584 -0.41
O 6.578 0.494 2.271 -0.42
C 3.821 -1.776 1.996 -0.16
C 2.476 -1.752 1.691 -0.28
O -0.004 -2.654 0.401 -0.68
H -3.921 -3.743 2.823 0.21
H -3.252 -2.252 3.537 0.22
H -4.111 -2.178 1.984 0.21
H -1.488 -3.707 2.449 0.18
H -2.321 -3.463 0.871 0.19
H -1.260 2.467 3.402 0.19
H -2.041 2.684 1.794 0.19
H -3.752 2.643 3.621 0.21
H -3.939 1.223 2.584 0.21
H -3.150 1.053 4.164 0.22
H 2.049 1.655 1.546 0.25
H 4.467 1.599 1.972 0.23
H 4.343 -2.717 2.144 0.24
H 1.919 -2.686 1.597 0.24
C -0.531 -2.725 -4.400 -0.67
C -1.232 -1.890 -3.417 0.30
N -2.589 -1.789 -3.419 -0.50
C -3.012 -0.860 -2.470 0.12
C -1.849 -0.335 -1.864 0.01
C -1.955 0.695 -0.951 -0.23
C -3.221 1.195 -0.633 -0.21
C -4.381 0.636 -1.204 -0.21
C -4.286 -0.392 -2.154 -0.24
C -0.700 -1.035 -2.417 -0.25
C 0.626 -0.848 -1.977 0.11
C 1.313 0.394 -1.998 -0.09
C 0.708 1.612 -2.427 -0.14
C 1.325 2.831 -2.187 -0.22
C 2.603 2.892 -1.614 0.09
C 3.214 4.213 -1.265 -0.65
C 3.290 1.688 -1.379 -0.24
C 2.674 0.470 -1.590 -0.09
H 0.509 -2.396 -4.466 0.24
H -0.542 -3.785 -4.118 0.24
H -1.000 -2.628 -5.389 0.23
H -3.200 -2.306 -4.044 0.42
H -1.028 1.129 -0.586 0.26
H -3.301 2.053 0.029 0.22
H -5.354 1.021 -0.901 0.22
H -5.160 -0.824 -2.642 0.22
H 1.201 -1.739 -1.721 0.24
H -0.265 1.581 -2.924 0.23
H 0.812 3.763 -2.430 0.22
H 4.240 4.076 -0.901 0.23
H 3.247 4.885 -2.133 0.23
H 2.634 4.723 -0.480 0.24
H 4.313 1.732 -1.004 0.23
H 3.208 -0.469 -1.411 0.23

---

No. 2
69
Properties=species:S:1:pos:R:3:nbo_charge:R:1 method="wB97M-V/def2-TZVPD" charge=+2 orbital_gap_ev="7.46 / 5.92" multiplicity=5 homo_energy_ev="-12.603 / -13.125" e_tot_ha=-2093.5917
Rh -0.181 -0.778 -0.638 1.23
C 2.514 0.298 1.489 -0.27
N 1.062 0.159 1.474 -0.61
C 0.535 -0.646 2.575 -0.27
C -0.925 -0.849 2.329 0.41
N -1.464 -0.805 1.126 -0.61
C -2.838 -1.000 1.307 0.16
C -3.887 -1.019 0.391 -0.24
C -5.155 -1.233 0.888 -0.18
C -5.388 -1.423 2.260 -0.18
C -4.359 -1.395 3.178 -0.22
C -3.085 -1.177 2.667 0.09
N -1.842 -1.066 3.284 -0.49
C 2.936 1.064 0.279 0.43
N 2.244 1.164 -0.854 -0.31
C 2.958 1.933 -1.727 0.16
C 2.527 1.761 -3.109 -0.34
C 3.779 1.712 -3.951 -0.11
C 4.985 2.142 -3.453 -0.22
C 5.251 2.473 -2.101 -0.19
C 4.172 2.214 -1.205 0.16
N 4.095 1.732 0.108 -0.47
H 2.960 -0.700 1.462 0.24
H 2.890 0.796 2.390 0.22
H 0.631 1.079 1.500 0.39
H 0.692 -0.184 3.555 0.22
H 1.052 -1.609 2.583 0.24
H -3.715 -0.862 -0.664 0.22
H -5.996 -1.251 0.209 0.24
H -6.399 -1.588 2.604 0.24
H -4.538 -1.532 4.235 0.24
H -1.660 -1.124 4.273 0.44
H 1.928 2.618 -3.463 0.27
H 3.691 1.451 -4.997 0.23
H 5.817 2.203 -4.143 0.25
H 6.235 2.777 -1.779 0.24
H 4.807 1.828 0.818 0.45
C -2.053 -4.416 -8.438 -0.73
C -1.489 -3.649 -7.279 0.45
O -1.688 -3.911 -6.122 -0.58
S -0.486 -2.259 -7.808 0.26
C -0.017 -1.489 -6.286 -0.17
C -0.068 -0.096 -6.241 -0.21
C 0.429 0.588 -5.145 -0.14
C 0.946 -0.110 -4.053 -0.14
C 0.971 -1.504 -4.096 -0.15
C 0.505 -2.192 -5.205 -0.22
C 1.538 0.596 -2.911 0.02
C 1.296 0.336 -1.603 -0.25
H -2.446 -5.364 -8.080 0.25
H -1.296 -4.582 -9.204 0.25
H -2.863 -3.836 -8.886 0.26
H -0.482 0.453 -7.077 0.24
H 0.396 1.671 -5.139 0.22
H 1.419 -2.055 -3.278 0.21
H 0.579 -3.269 -5.242 0.24
C -2.420 -3.676 -3.102 -0.43
C -3.070 -2.419 -3.696 -0.44
C -2.339 -1.258 -3.026 -0.07
O -1.593 -1.845 -1.913 -0.62
C -2.015 -3.224 -1.718 -0.07
H -1.549 -3.963 -3.690 0.24
H -3.104 -4.521 -3.071 0.25
H -4.135 -2.385 -3.472 0.22
H -2.944 -2.396 -4.775 0.26
H -3.019 -0.507 -2.623 0.19
H -1.610 -0.773 -3.672 0.21
H -2.852 -3.232 -1.015 0.19
H -1.172 -3.763 -1.286 0.20

---

No. 3
66
Properties=species:S:1:pos:R:3:nbo_charge:R:1 method="wB97M-V/def2-TZVPD" charge=0 orbital_gap_ev=9.85 multiplicity=1 homo_energy_ev=-9.230 e_tot_ha=-1489.6520 smiles=c1ccncc1.c1ccncc1.c1ccncc1.c1ccncc1.c1ccncc1.c1ccncc1
C -5.286 8.349 7.913 -0.18
C -6.488 8.470 8.596 -0.24
C -7.652 8.697 7.855 0.03
N -7.691 8.689 6.536 -0.43
C -6.526 8.558 5.871 0.02
C -5.321 8.405 6.528 -0.25
H -4.380 8.079 8.439 0.22
H -6.491 8.503 9.676 0.22
H -8.513 8.933 8.473 0.19
H -6.684 8.528 4.802 0.20
H -4.408 8.324 5.950 0.22
C -3.331 4.944 8.804 -0.17
C -4.437 4.603 8.018 -0.25
C -5.705 4.904 8.468 0.03
N -5.945 5.581 9.615 -0.41
C -4.880 5.885 10.339 0.03
C -3.562 5.601 9.988 -0.27
H -2.322 4.775 8.454 0.22
H -4.253 4.175 7.042 0.23
H -6.592 4.598 7.929 0.20
H -5.052 6.497 11.220 0.19
H -2.737 5.915 10.614 0.22
C -13.167 3.450 1.371 -0.17
C -11.805 3.589 1.171 -0.25
C -11.046 2.428 1.013 0.03
N -11.601 1.222 1.094 -0.43
C -12.895 1.098 1.346 0.03
C -13.748 2.180 1.475 -0.25
H -13.784 4.309 1.604 0.22
H -11.337 4.561 1.093 0.22
H -9.986 2.478 0.807 0.19
H -13.273 0.082 1.291 0.19
H -14.815 2.170 1.639 0.22
C -9.980 1.599 4.681 -0.17
C -9.218 1.954 5.796 -0.26
C -9.199 1.100 6.880 0.03
N -9.873 -0.049 6.934 -0.42
C -10.631 -0.359 5.889 0.03
C -10.711 0.420 4.733 -0.27
H -9.957 2.231 3.803 0.22
H -8.714 2.910 5.843 0.22
H -8.576 1.361 7.729 0.19
H -11.222 -1.262 5.977 0.19
H -11.273 0.193 3.835 0.23
C -9.186 5.697 3.063 -0.17
C -8.157 4.854 2.609 -0.28
C -7.080 4.608 3.425 0.02
N -7.058 4.968 4.707 -0.44
C -8.136 5.558 5.180 0.04
C -9.251 5.965 4.434 -0.25
H -9.990 6.094 2.456 0.23
H -8.137 4.441 1.608 0.21
H -6.227 4.027 3.087 0.19
H -8.125 5.842 6.229 0.19
H -10.011 6.570 4.904 0.24
C -14.329 9.335 2.686 -0.16
C -14.247 8.243 3.534 -0.26
C -12.995 7.660 3.708 0.03
N -11.899 8.012 3.053 -0.43
C -11.990 9.121 2.280 0.03
C -13.167 9.802 2.078 -0.26
H -15.318 9.745 2.530 0.22
H -15.133 7.842 4.004 0.22
H -12.794 6.817 4.366 0.20
H -11.074 9.456 1.813 0.20
H -13.181 10.708 1.486 0.22